# 1
42
Properties=species:S:1:pos:R:3:forces:R:3 method="wB97M-V/def2-TZVPD" spin_multiplicity=1 mol_weight_g_mol=514.26 de_lowest_kcal_mol=0.0 fmax_ha_per_bohr=0.017 e_tot_ev=-72572.8360 homo_ev=-12.6817 orbital_gap_ev=7.53 smiles="N=[PH2]c1c(C(=O)OC(=O)NC(=O)F)cc[nH+]c1CCC(F)(F)C(F)(F)S(F)(F)(F)(F)F" charge=+1
N 0.3952 -1.9694 0.8193 -0.25 0.19 0.19
P -0.4262 -1.0573 1.7712 0.53 -0.69 -0.16
C -0.0208 0.7230 1.4915 -0.27 0.17 0.38
C 0.3767 1.5850 2.5138 0.07 -0.07 -0.05
C 0.4918 1.1125 3.9406 -0.41 -0.39 0.42
O -0.4362 0.9605 4.6593 0.20 0.19 -0.12
O 1.7959 0.9619 4.3700 -0.07 0.51 -0.36
C 2.5888 0.1317 3.6177 0.17 0.09 0.09
O 2.2894 -0.9938 3.3767 -0.05 -0.03 0.08
N 3.7938 0.7349 3.2270 0.24 -0.70 -0.27
C 3.7022 1.7083 2.2027 -0.17 0.66 0.23
O 3.6880 1.5284 1.0350 0.12 0.05 0.32
F 3.6139 2.9366 2.7348 -0.09 -0.35 -0.15
C 0.6931 2.9248 2.2749 -0.09 -0.13 0.04
C 0.6229 3.3780 0.9916 0.09 0.05 -0.04
N 0.2800 2.5234 0.0121 -0.04 0.08 0.11
C -0.0471 1.2293 0.1940 -0.03 0.18 -0.36
C -0.3406 0.4572 -1.0538 0.51 -0.50 0.09
C -1.7655 -0.0791 -1.1741 -0.26 0.70 -0.02
C -2.1007 -0.5871 -2.5721 0.26 -0.18 0.29
F -1.7724 0.3689 -3.4705 -0.10 0.08 -0.17
F -3.4253 -0.7972 -2.6110 -0.18 0.04 -0.03
C -1.3385 -1.8925 -2.9291 -0.04 -0.12 -0.16
F -1.3934 -2.6953 -1.8655 -0.15 -0.16 0.14
F -0.0556 -1.5720 -3.1298 0.19 0.08 -0.07
S -1.9744 -2.8883 -4.4263 0.25 0.17 0.00
F -3.2418 -3.2814 -3.5674 -0.09 -0.04 0.01
F -2.7245 -1.6114 -4.9885 -0.14 -0.02 -0.02
F -0.7154 -2.4959 -5.2964 0.02 0.04 -0.03
F -1.1920 -4.1534 -3.8929 -0.03 -0.06 0.04
F -2.5334 -3.7334 -5.6163 0.00 -0.03 -0.02
H 0.9859 -2.6161 1.3293 0.12 -0.08 -0.24
H -1.8166 -1.0673 1.5939 -0.08 0.22 0.09
H -0.2742 -1.2199 3.1506 -0.13 0.21 0.11
H 4.3792 -0.0243 2.8839 0.02 0.04 -0.11
H 0.9868 3.5926 3.0707 0.02 -0.01 0.04
H 0.8563 4.3930 0.7096 -0.02 0.02 -0.09
H 0.2636 2.8791 -0.9369 0.00 -0.04 -0.05
H -0.0900 1.0741 -1.9152 -0.13 0.06 -0.08
H 0.3662 -0.3788 -1.0542 -0.03 -0.04 0.03
H -2.0151 -0.8339 -0.4370 0.11 -0.18 -0.13
H -2.4704 0.7446 -1.0330 -0.07 -0.01 0.02

***

# 2
26
Properties=species:S:1:pos:R:3:forces:R:3 method="wB97M-V/def2-TZVPD" spin_multiplicity=1 mol_weight_g_mol=211.22 de_lowest_kcal_mol=18.7 fmax_ha_per_bohr=0.076 e_tot_ev=-20449.7085 homo_ev=-8.2133 orbital_gap_ev=9.06 smiles="CCC(=C=N)c1ccc(F)cc1F.[H]/N=N/[H]"
C -2.2604 -0.3986 -2.0063 0.82 1.49 -0.99
C -1.8353 -1.4108 -0.9878 -1.07 -1.45 1.22
C -0.3365 -1.2363 -0.6055 -1.65 0.82 0.32
C 0.3937 -2.2739 -0.9115 -0.02 0.98 1.11
N 1.0269 -3.2027 -1.2989 1.40 -1.40 -1.30
C 0.0798 0.1154 -0.0363 -0.98 -3.22 -2.00
C -0.7692 0.7655 0.7993 -3.12 0.32 1.30
C -0.5030 2.0525 1.2218 -0.10 0.08 1.09
C 0.5996 2.7101 0.7537 0.75 1.52 1.16
F 0.9865 3.9364 1.3153 -0.73 -1.64 -0.94
C 1.4011 2.1123 -0.1590 1.61 -1.08 -1.37
C 1.1258 0.8031 -0.5542 0.88 1.48 0.34
F 1.9586 0.2512 -1.4495 -0.08 -0.18 0.02
H -3.3405 -0.4107 -2.2554 0.59 0.38 0.52
H -1.7873 0.6245 -1.7920 -1.45 -1.10 0.21
H -1.7430 -0.5875 -2.9285 0.17 -0.50 -0.77
H -2.0372 -2.4986 -1.3393 0.49 1.80 0.42
H -2.5749 -1.2833 -0.1283 1.29 -0.32 -0.50
H 1.3783 -4.0264 -0.8215 -0.49 0.39 0.31
H -1.8202 0.3279 1.0825 2.51 0.56 -0.33
H -0.9953 2.4489 2.0881 -0.62 0.39 -0.06
H 2.3349 2.4678 -0.5821 -0.22 0.68 0.27
H 1.3645 -0.7220 3.6439 0.22 1.57 -0.70
N 1.8036 0.0252 2.9855 -2.22 -0.70 2.78
N 2.5436 -0.6342 2.3055 2.01 -0.43 -2.08
H 3.0060 0.0442 1.6605 0.00 -0.42 0.00

***

# 3
49
Properties=species:S:1:pos:R:3:forces:R:3 method="wB97M-V/def2-TZVPD" spin_multiplicity=1 mol_weight_g_mol=677.58 fmax_ha_per_bohr=0.018 e_tot_ev=-181694.0345 homo_ev=-10.0091 orbital_gap_ev=10.38
C 4.5069 -0.0155 1.1787 0.24 0.01 0.36
C 3.8716 -1.3780 1.4303 -0.13 0.55 0.12
O 2.4853 -1.2446 1.8225 0.30 -0.44 -0.56
B 1.7106 -2.2424 1.2822 0.15 0.34 0.39
O 1.5173 -3.3871 1.9916 -0.22 0.25 0.16
O 1.1582 -2.0697 -0.0106 -0.61 0.00 0.71
S -0.2631 -1.2343 -0.0702 0.34 -0.41 -0.27
O 0.0563 -0.0487 -0.8100 -0.07 0.54 -0.03
O -0.4363 -0.8300 1.5015 0.22 -0.07 -0.16
C -0.1023 0.5201 1.8750 0.15 0.24 0.45
H 5.1305 -0.0257 0.2878 -0.04 0.01 -0.11
H 5.1565 0.2530 2.0095 0.01 0.10 0.04
H 3.7586 0.7664 1.0974 -0.14 -0.06 -0.21
H 3.9573 -1.9643 0.5126 -0.11 -0.24 0.07
H 4.3626 -1.8888 2.2564 0.21 -0.18 -0.14
H 0.6937 -3.8287 1.7778 0.06 -0.37 -0.29
H -0.9396 1.1849 1.6799 -0.07 -0.04 -0.18
H 0.0927 0.4994 2.9433 -0.02 -0.13 0.04
H 0.7899 0.8754 1.3718 0.02 -0.06 -0.15
C -2.6627 -1.4876 -4.0238 0.04 -0.10 -0.05
Cl -1.7142 -1.8870 -2.5885 -0.26 -0.19 -0.50
Cl -3.6126 -0.0127 -3.7833 -0.04 0.03 -0.04
H -1.9878 -1.3316 -4.8564 0.03 0.07 0.03
H -3.3419 -2.3055 -4.2313 -0.04 0.01 0.06
C -4.1634 -1.2921 1.6688 0.08 0.04 0.05
Cl -3.6626 -0.8974 0.0212 -0.09 0.05 0.05
Cl -5.6847 -2.1920 1.7056 0.00 -0.01 0.02
H -3.3904 -1.8996 2.1239 0.00 -0.04 -0.03
H -4.2956 -0.3694 2.2205 -0.05 0.02 -0.03
C 8.1794 -0.3264 3.7215 0.03 -0.06 0.06
Cl 7.6358 1.3143 3.3315 0.06 0.01 0.01
Cl 7.3876 -1.5473 2.7216 0.05 -0.02 0.03
H 9.2474 -0.3787 3.5508 0.00 0.02 -0.06
H 7.9463 -0.5290 4.7598 -0.08 0.02 -0.01
C -7.1648 0.2708 -5.3234 0.08 -0.06 0.06
Cl -7.5755 1.9194 -5.8224 -0.07 -0.05 -0.01
Cl -8.0462 -0.9406 -6.2583 0.01 -0.01 0.01
H -6.1029 0.1210 -5.4729 0.00 0.02 -0.05
H -7.4199 0.1560 -4.2771 -0.07 0.02 -0.01
C -5.5729 4.9433 -5.6480 -0.01 -0.03 0.00
Cl -4.2129 4.9718 -4.5181 0.01 -0.03 -0.01
Cl -6.6158 6.3606 -5.4715 -0.02 -0.01 -0.02
H -5.1809 4.9285 -6.6575 0.03 0.05 0.00
H -6.1613 4.0561 -5.4502 0.04 0.08 0.05
C 4.2280 0.9935 4.9186 0.04 0.06 -0.02
Cl 4.3264 -0.6530 5.5616 0.05 -0.01 0.00
Cl 2.8425 1.2012 3.8440 -0.01 0.11 0.17
H 4.1335 1.6849 5.7469 -0.05 -0.04 0.04
H 5.1354 1.1870 4.3589 -0.05 -0.01 -0.05

***

# 4
11
Properties=species:S:1:pos:R:3:forces:R:3 method="wB97M-V/def2-TZVPD" spin_multiplicity=1 mol_weight_g_mol=96.08 de_lowest_kcal_mol=13.7 fmax_ha_per_bohr=0.028 e_tot_ev=-9343.5877 homo_ev=-9.0642 orbital_gap_ev=9.33 smiles="O=c1cccco1"
O 2.2682 -1.2525 0.5809 -0.30 0.07 -0.28
C 1.2777 -0.7413 0.1392 0.35 -0.06 -0.13
C 1.0907 0.6454 -0.2639 0.01 0.06 0.03
C -0.1493 1.1600 -0.1985 0.23 -0.05 0.28
C -1.2651 0.3149 0.0990 0.34 -0.15 0.52
C -1.0882 -1.0206 -0.0084 0.03 0.20 0.18
O 0.1464 -1.5506 -0.0504 0.19 0.03 -0.45
H 1.9659 1.2397 -0.4839 0.04 -0.11 0.05
H -0.3563 2.2181 -0.3473 0.24 -0.15 0.02
H -2.0447 0.7806 0.6656 -1.19 -0.13 -0.77
H -1.8452 -1.7938 -0.1323 0.05 0.28 0.54

***

# 5
20
Properties=species:S:1:pos:R:3:forces:R:3 method="wB97M-V/def2-TZVPD" spin_multiplicity=1 mol_weight_g_mol=1010.92 de_lowest_kcal_mol=26.2 fmax_ha_per_bohr=0.038 e_tot_ev=-844720.0138 homo_ev=-10.2563 orbital_gap_ev=9.60
C -3.3865 -5.3387 -0.1109 -0.70 -0.95 1.38
Br -3.9598 -4.8399 1.7558 0.49 -0.29 -1.09
Br -4.9591 -6.3565 -0.9021 1.64 0.97 0.36
Br -1.7119 -6.4235 -0.0260 -1.36 0.86 -0.27
H -3.2072 -4.3669 -0.5707 -0.07 -0.58 -0.38
C -0.2888 0.7459 -2.0389 0.37 -1.10 -0.81
Br 0.8450 2.1161 -2.8918 -0.96 -0.70 0.38
Br 0.7487 -0.9654 -1.9343 -0.52 1.01 0.06
Br -2.0062 0.2840 -3.0001 1.37 0.81 0.81
H -0.4712 1.0486 -1.0078 -0.26 -0.02 -0.44
C -3.4992 1.5846 6.6329 -1.74 0.01 -0.17
Br -2.9606 1.1927 4.7832 0.21 -0.01 1.25
Br -4.1675 0.0530 7.6621 0.73 0.13 -0.48
Br -5.0849 2.7583 6.4869 0.58 0.10 0.07
H -2.7904 2.1064 7.2759 0.22 -0.23 -0.67
C 7.2348 3.2888 -4.4633 0.79 -0.21 0.26
Br 7.5602 1.7052 -3.2875 -0.06 0.94 -0.89
Br 8.1457 3.1507 -6.2485 -0.84 -0.04 1.43
Br 7.8088 4.9348 -3.5495 -0.30 -0.78 -0.46
H 6.1501 3.3217 -4.5652 0.41 0.09 -0.34

***

# 6
88
Properties=species:S:1:pos:R:3:forces:R:3 method="wB97M-V/def2-TZVPD" spin_multiplicity=1 mol_weight_g_mol=740.12 de_lowest_kcal_mol=103.8 fmax_ha_per_bohr=0.101 e_tot_ev=-110434.8659 homo_ev=-8.5481 orbital_gap_ev=7.56 smiles="O=C(Cl)C[C@]1(PP(=O)(O)O)OS(=O)(=O)O[C@@]1(COCOCCO)N=C=S.COCCNCCOC.COCCNCCOC"
O -2.9303 -4.8497 -0.8550 -1.68 3.60 2.85
C -3.2490 -3.8078 -0.2707 2.29 -2.27 -2.96
Cl -4.3728 -3.7280 1.1793 1.07 -0.03 -1.15
C -2.6225 -2.4156 -0.8224 -0.92 0.68 1.12
C -3.2010 -2.1412 -2.3259 1.05 0.68 -0.59
P -5.0579 -2.5289 -2.0799 -0.43 -0.60 0.26
P -5.9589 -3.3198 -3.8959 -0.68 -3.47 -3.78
O -5.3166 -4.6277 -4.3871 -1.07 3.90 1.63
O -7.5818 -3.7357 -3.4613 2.04 1.76 -0.81
O -6.0998 -2.1470 -5.1631 -1.30 -1.96 2.27
O -2.4990 -3.0153 -3.2713 0.79 1.31 0.23
S -0.9557 -2.3636 -3.5360 3.09 -1.36 -1.12
O -0.0064 -3.1509 -2.6851 -3.27 2.76 -1.66
O -0.4719 -2.2398 -4.9421 -2.46 -0.18 3.69
O -1.3472 -0.7921 -3.0071 -0.06 -1.86 1.15
C -2.8166 -0.6664 -2.9195 0.19 -1.30 0.20
C -3.3629 0.4198 -1.8685 1.06 1.09 0.61
O -3.9394 1.5938 -2.4655 -0.55 -1.61 -0.11
C -5.3002 1.3699 -2.9063 0.38 1.18 -0.77
O -6.1737 1.7707 -1.8338 -0.09 -2.08 -1.51
C -7.3576 0.9520 -1.7412 -1.62 0.19 1.17
C -7.5693 0.6242 -0.1483 1.02 0.72 0.03
O -6.7228 1.5650 0.5961 -0.13 -1.50 -0.07
N -3.1627 -0.4533 -4.3771 2.84 3.12 -0.66
C -2.3617 0.4401 -4.8905 -2.57 1.34 2.24
S -1.6760 1.9374 -5.1561 -1.46 -4.32 0.05
H -1.4808 -2.4084 -0.7846 -1.54 -0.39 -0.21
H -2.9735 -1.6144 -0.0756 0.43 -0.97 -1.33
H -5.7276 -1.2792 -1.8362 0.63 -0.37 -0.62
H -8.1753 -3.6153 -4.2341 0.43 -0.20 0.67
H -7.0127 -2.3149 -5.5118 1.14 0.48 -0.03
H -2.4452 0.7576 -1.2528 -1.39 -0.44 -1.05
H -4.0963 -0.0115 -1.0961 0.98 0.25 -1.37
H -5.4618 2.0820 -3.7992 0.37 -1.12 1.33
H -5.4298 0.2949 -3.2608 -0.07 1.29 0.58
H -7.3360 -0.0010 -2.3659 0.24 1.18 0.72
H -8.3037 1.5312 -2.0660 1.66 -0.68 0.25
H -8.6347 0.8585 0.2009 1.55 -0.67 -0.68
H -7.2234 -0.4318 0.1287 -0.87 1.24 -0.52
H -5.8197 1.1732 0.6591 -1.14 0.60 -0.22
C 5.7866 -2.8938 -2.2502 -0.11 -0.19 0.22
O 5.6604 -2.7251 -0.8470 0.27 0.24 -0.36
C 6.2250 -1.5032 -0.3666 -0.32 0.01 0.58
C 5.1296 -0.5338 0.0801 0.14 -0.23 -0.51
N 4.3793 -0.0167 -1.0647 -0.10 -0.04 0.21
C 3.1413 0.6756 -0.6978 0.02 -0.23 -0.25
C 2.0621 -0.1321 0.0421 -0.18 0.33 -0.19
O 1.4494 -1.1471 -0.7450 0.12 0.06 0.34
C 2.1822 -2.3628 -0.8233 -0.25 -0.15 -0.08
H 5.5156 -3.9228 -2.4924 -0.01 0.06 0.11
H 5.1079 -2.2284 -2.7888 0.09 0.08 -0.18
H 6.8152 -2.7221 -2.5812 -0.04 0.06 -0.03
H 6.8948 -1.0408 -1.0984 -0.16 -0.05 -0.13
H 6.8272 -1.7653 0.5095 -0.02 0.05 -0.04
H 5.5875 0.3026 0.6174 -0.06 -0.02 0.02
H 4.4778 -1.0727 0.7746 0.14 -0.02 0.21
H 4.1386 -0.7863 -1.6806 0.08 0.12 0.11
H 2.7024 1.0400 -1.6329 -0.07 0.00 0.12
H 3.3953 1.5619 -0.1054 0.00 -0.09 0.08
H 1.2568 0.5656 0.2969 0.01 -0.01 -0.06
H 2.4161 -0.5379 0.9964 0.14 -0.13 -0.07
H 2.7342 -2.5781 0.0961 0.09 0.16 -0.06
H 2.8559 -2.3397 -1.6806 0.18 -0.15 0.08
H 1.4732 -3.1738 -0.9952 0.08 0.17 0.07
C 4.6206 5.4703 4.4985 0.18 -0.13 0.21
O 4.2949 4.6647 5.6203 -0.27 0.31 -0.29
C 2.8916 4.5888 5.8791 0.02 -0.52 0.40
C 2.3502 3.1965 5.5498 0.23 0.40 -0.36
N 2.3402 2.9588 4.1060 0.04 -0.17 0.17
C 2.1162 1.5584 3.7350 0.26 0.18 -0.12
C 3.1430 0.5176 4.2119 -0.23 -0.17 -0.35
O 4.4239 0.6401 3.6043 -0.19 0.06 0.34
C 5.2674 1.6183 4.1934 0.17 -0.19 -0.31
H 5.7000 5.6312 4.5002 -0.07 -0.07 0.08
H 4.3534 4.9704 3.5645 -0.08 0.14 -0.15
H 4.1276 6.4455 4.5517 -0.03 -0.04 -0.06
H 2.3314 5.3700 5.3562 0.12 -0.07 -0.15
H 2.7665 4.7586 6.9535 -0.03 0.00 -0.05
H 1.3297 3.1078 5.9356 0.02 -0.02 -0.03
H 2.9796 2.4684 6.0712 -0.03 0.02 0.23
H 3.2301 3.2496 3.7149 -0.16 -0.01 0.09
H 2.0955 1.5291 2.6401 0.00 -0.11 0.08
H 1.1181 1.2597 4.0745 0.07 -0.01 0.09
H 2.7687 -0.4657 3.9083 0.04 0.05 -0.03
H 3.2301 0.4778 5.3031 0.09 0.17 0.01
H 5.1103 1.7106 5.2716 -0.08 0.07 -0.07
H 5.1271 2.5812 3.7002 0.04 0.18 0.20
H 6.3042 1.3183 4.0220 -0.11 -0.08 0.00

***

# 7
89
Properties=species:S:1:pos:R:3:forces:R:3 method="wB97M-V/def2-TZVPD" spin_multiplicity=1 mol_weight_g_mol=1163.57 de_lowest_kcal_mol=0.0 fmax_ha_per_bohr=0.017 e_tot_ev=-248094.5648 homo_ev=-4.2902 orbital_gap_ev=5.60 charge=-1
Mg 0.2480 0.9734 -0.3477 -0.48 0.68 -0.29
Br 4.5026 -4.1856 2.7825 0.01 0.00 0.00
C 2.6879 -4.1136 3.3286 0.00 0.02 0.01
C 2.1536 -2.9049 3.7489 -0.01 -0.02 -0.01
C 0.8220 -2.8458 4.1246 0.02 0.00 -0.01
C 0.0306 -3.9911 4.0730 -0.07 0.01 0.03
C 0.5978 -5.2026 3.6985 0.00 0.02 -0.01
C 1.9257 -5.2680 3.3051 -0.02 0.00 -0.01
N -1.3407 -4.0477 4.5113 -0.13 0.15 -0.13
N -2.1813 -3.1704 4.2317 0.17 -0.12 0.04
C -1.8938 -2.0768 3.3609 0.01 -0.14 0.00
C -2.2564 -0.8308 3.8197 0.05 0.10 -0.04
C -1.8827 0.3486 3.1686 -0.02 -0.07 0.03
C -1.1387 0.3108 1.9910 -0.06 0.15 0.06
O -0.7385 1.3559 1.3567 0.14 -0.23 0.07
C -0.8755 -1.0051 1.4365 0.04 -0.07 0.03
N -0.2702 -1.0161 0.2234 0.13 -0.16 0.09
C -0.0616 -2.1509 -0.3973 0.01 0.03 -0.03
C -0.4682 -3.3801 0.1494 -0.03 -0.01 0.04
C -1.0652 -3.3960 1.3799 0.01 0.02 0.01
C -1.2676 -2.1882 2.0870 -0.04 -0.02 0.01
H 2.7526 -2.0059 3.7559 0.02 0.03 0.01
H 0.4029 -1.8962 4.4267 0.02 0.02 0.02
H -0.0177 -6.0936 3.7071 -0.01 0.01 0.01
H 2.3626 -6.2053 2.9894 0.00 0.00 0.00
H -2.7960 -0.7773 4.7583 -0.01 -0.02 0.00
H -2.1412 1.3158 3.5792 0.00 0.00 0.01
H 0.4132 -2.0894 -1.3717 0.00 0.00 0.00
H -0.3108 -4.2935 -0.4075 0.01 0.00 0.00
H -1.3993 -4.3309 1.8100 0.00 -0.01 0.01
Se -6.9969 4.4555 1.7385 -0.10 0.06 0.06
N -5.5477 5.0616 0.8931 0.07 -0.02 -0.04
C -4.8417 4.0191 0.5513 0.02 0.01 0.00
C -3.5666 4.0983 -0.1547 -0.06 0.12 0.04
C -3.0155 5.3234 -0.5260 0.05 -0.02 -0.04
C -1.8067 5.3296 -1.1815 -0.04 -0.05 0.05
C -1.1718 4.1096 -1.4097 -0.05 -0.05 -0.09
N -1.6708 2.9385 -1.0464 -0.25 0.15 -0.03
C -2.8702 2.9252 -0.4541 0.10 -0.08 0.07
C -3.4597 1.6047 -0.1310 -0.05 -0.02 -0.06
N -2.8019 0.5254 -0.5540 -0.01 -0.01 -0.05
C -3.3198 -0.6648 -0.3143 -0.01 -0.04 -0.01
C -4.5056 -0.8645 0.3909 -0.05 0.07 0.01
C -5.1941 0.2447 0.8290 0.02 -0.06 -0.04
C -4.6794 1.5091 0.5485 0.00 0.02 0.05
C -5.3873 2.7297 0.9208 0.01 -0.05 0.00
N -6.5257 2.7443 1.5572 0.05 -0.05 -0.03
H -3.5515 6.2345 -0.2955 0.02 0.01 0.01
H -1.3348 6.2507 -1.4932 0.00 0.00 -0.01
H -0.2081 4.0762 -1.9003 0.00 -0.02 -0.04
H -2.7613 -1.5140 -0.6990 -0.01 0.03 0.00
H -4.8666 -1.8662 0.5799 0.00 0.00 0.01
H -6.1270 0.1634 1.3714 0.01 -0.01 0.01
F 4.7180 1.7451 0.9210 0.01 0.01 -0.01
C 4.2187 1.2621 2.0529 -0.03 -0.09 0.08
F 4.6516 2.0078 3.0688 0.02 -0.03 -0.01
F 4.6639 0.0140 2.2163 0.03 0.03 -0.01
S 2.3744 1.2285 2.0221 -0.05 0.38 0.12
O 2.0932 0.7060 0.6958 -0.05 -0.21 -0.09
O 2.0272 0.4271 3.1509 -0.03 -0.02 0.01
N 1.9814 2.7345 2.2350 -0.04 -0.09 -0.32
S 1.3137 3.6709 1.1515 0.42 -0.32 0.01
O 0.3531 4.5390 1.7383 -0.18 0.07 0.03
O 1.0137 3.0303 -0.1195 0.19 -0.13 0.33
C 2.6999 4.7903 0.6834 -0.13 0.08 0.01
F 3.6931 4.1248 0.1025 0.01 -0.03 -0.03
F 2.2356 5.7005 -0.1803 0.04 0.01 0.00
F 3.1792 5.4252 1.7518 0.01 0.01 0.01
C 4.3641 -2.8925 -5.8291 -0.01 0.01 0.00
C 3.3065 -2.0436 -5.1735 0.00 -0.01 -0.01
C 3.6331 -1.0794 -4.2349 0.00 0.01 0.00
C 2.6676 -0.2734 -3.6306 0.03 0.00 -0.02
C 3.1254 0.7464 -2.6249 -0.01 -0.01 -0.02
C 1.3162 -0.4346 -3.9699 -0.02 -0.01 0.01
Te -0.2273 0.7516 -3.0954 0.26 -0.03 0.04
C 0.9736 -1.4069 -4.9286 0.03 -0.02 0.02
C -0.4530 -1.6292 -5.3510 0.01 0.01 0.00
C 1.9665 -2.1898 -5.5076 -0.01 0.01 0.01
H 5.3282 -2.7685 -5.3352 0.00 0.00 0.00
H 4.4913 -2.6231 -6.8805 0.00 0.00 0.00
H 4.1003 -3.9515 -5.7942 0.00 0.00 0.00
H 4.6744 -0.9410 -3.9587 0.00 0.00 0.00
H 4.2107 0.8556 -2.6512 0.00 0.00 0.00
H 2.8525 0.4523 -1.6090 0.00 0.01 0.00
H 2.6632 1.7172 -2.8103 -0.01 0.00 0.01
H -1.0825 -1.8702 -4.4920 0.00 -0.01 -0.01
H -0.5163 -2.4371 -6.0817 0.00 0.00 0.00
H -0.8768 -0.7235 -5.7899 -0.01 -0.01 0.00
H 1.6820 -2.9376 -6.2429 0.00 0.00 0.00